1.
C21H35N3O3 | the ωB97M-V functional and the def2-TZVPD basis

Each line ends with the natural charge from an NBO analysis.
Cartesian coordinates (Å):
C 4.975 3.317 -0.121  -0.637
C 4.491 2.210 -1.007  0.084
C 4.625 0.931 -0.666  -0.329
C 4.223 -0.221 -1.519  0.662
O 4.636 -0.371 -2.657  -0.635
N 3.419 -1.139 -0.922  -0.441
C 2.689 -0.920 0.303  -0.198
H 3.065 -0.024 0.798  0.221
C 1.194 -0.765 0.010  -0.447
H 0.646 -0.621 0.943  0.223
H 1.048 0.115 -0.617  0.204
C 0.683 -2.016 -0.726  -0.028
N -0.747 -2.058 -0.985  -0.464
C -1.293 -0.877 -1.632  -0.221
C -2.716 -1.148 -2.116  -0.398
H -3.107 -0.248 -2.591  0.234
H -2.706 -1.961 -2.842  0.207
C -3.605 -1.532 -0.929  -0.321
C -3.806 -0.303 -0.040  0.708
O -3.771 0.828 -0.484  -0.648
N -4.121 -0.550 1.256  -0.620
H -4.019 -1.484 1.614  0.392
C -4.116 0.513 2.229  -0.261
H -4.273 1.441 1.676  0.232
H -4.930 0.368 2.944  0.201
C -2.769 0.573 2.986  0.091
H -2.679 -0.302 3.640  0.185
C -2.609 1.903 3.732  -0.426
H -3.559 2.276 4.108  0.214
H -1.925 1.774 4.570  0.213
C -1.991 2.815 2.664  -0.441
H -1.193 3.429 3.077  0.216
C -1.455 1.834 1.602  -0.089
H -1.982 1.958 0.649  0.201
O -1.672 0.522 2.101  -0.537
H -0.381 1.935 1.431  0.185
H -2.739 3.475 2.228  0.212
C -2.957 -2.736 -0.246  -0.401
C -1.534 -2.391 0.189  -0.227
H -1.082 -3.262 0.674  0.197
H -1.558 -1.562 0.916  0.191
H -3.540 -3.101 0.603  0.191
H -2.903 -3.548 -0.975  0.221
H -4.603 -1.807 -1.294  0.234
H -0.668 -0.624 -2.488  0.204
H -1.317 -0.015 -0.948  0.177
C 1.494 -2.186 -2.015  -0.406
C 2.979 -2.297 -1.670  -0.226
H 3.584 -2.349 -2.576  0.249
H 3.157 -3.193 -1.064  0.184
H 1.353 -1.326 -2.670  0.202
H 1.163 -3.079 -2.544  0.220
H 0.896 -2.889 -0.093  0.187
H 2.847 -1.782 0.964  0.185
H 5.118 0.664 0.260  0.210
C 3.815 2.653 -2.267  -0.659
H 4.414 3.414 -2.763  0.217
H 2.844 3.093 -2.036  0.215
H 3.675 1.820 -2.947  0.244
H 5.744 3.893 -0.635  0.219
H 4.156 3.997 0.114  0.214
H 5.392 2.934 0.807  0.213

## Properties
Lowest unoccupied orbital energy, eV: 0.61
HOMO, eV: -8.27
Spin multiplicity: 1
F_max, eV/A: 0.52
Structure (SMILES): CC(C)=CC(=O)N1CCC(N2CCC(C(=O)NC[C@@H]3CCCO3)CC2)CC1
Orbital gap, eV: 8.89

---

2.
C21H35NO6 | the ωB97M-V functional and the def2-TZVPD basis

Each line ends with the natural charge from an NBO analysis.
Cartesian coordinates (Å):
C -0.541 3.920 -4.846  -0.218
C 0.594 4.336 -4.173  -0.226
C 1.375 3.416 -3.494  -0.161
C 1.036 2.070 -3.487  -0.046
C -0.105 1.661 -4.168  -0.203
C -0.890 2.579 -4.840  -0.204
H -1.775 2.249 -5.364  0.212
H -0.375 0.615 -4.159  0.218
C 1.882 1.056 -2.766  -0.240
N 1.081 0.236 -1.870  -0.458
C 0.394 0.986 -0.836  -0.260
H -0.303 0.304 -0.342  0.223
H -0.198 1.759 -1.332  0.215
C 1.278 1.686 0.216  -0.088
H 0.639 2.339 0.823  0.171
O 2.015 0.798 1.038  -0.548
C 1.302 0.244 2.120  -0.103
H 0.250 0.076 1.863  0.194
C 1.373 1.162 3.358  -0.088
O 0.356 0.920 4.308  -0.544
C 0.680 0.111 5.413  -0.092
C 0.765 -1.407 5.165  -0.094
O -0.472 -2.075 5.066  -0.533
C -1.046 -2.182 3.784  -0.088
C -1.934 -0.982 3.399  -0.107
O -2.130 -0.874 2.008  -0.543
C -2.975 -1.855 1.454  -0.095
C -3.334 -1.458 0.017  -0.070
O -2.245 -1.329 -0.856  -0.535
C -1.499 -2.509 -1.078  -0.088
C -0.657 -2.307 -2.347  -0.098
O 0.603 -2.941 -2.213  -0.545
C 1.720 -2.099 -2.401  -0.063
C 1.802 -0.935 -1.397  -0.252
H 2.858 -0.705 -1.193  0.186
H 1.352 -1.271 -0.463  0.213
H 1.725 -1.707 -3.428  0.160
H 2.580 -2.761 -2.275  0.189
H -1.171 -2.733 -3.217  0.172
H -0.536 -1.231 -2.489  0.216
H -2.171 -3.372 -1.180  0.163
H -0.816 -2.704 -0.239  0.172
H -3.798 -0.470 0.026  0.198
H -4.052 -2.199 -0.369  0.163
H -2.489 -2.841 1.462  0.166
H -3.906 -1.928 2.036  0.173
H -1.435 -0.056 3.692  0.225
H -2.899 -1.050 3.921  0.161
H -1.641 -3.100 3.816  0.183
H -0.264 -2.296 3.020  0.165
H 1.384 -1.612 4.283  0.165
H 1.250 -1.848 6.042  0.193
H -0.114 0.297 6.141  0.201
H 1.640 0.435 5.841  0.169
H 2.365 1.097 3.823  0.169
H 1.221 2.193 3.022  0.188
H 1.782 -0.719 2.322  0.179
H 2.030 2.306 -0.277  0.185
H 2.712 1.560 -2.242  0.171
H 2.330 0.387 -3.508  0.210
H 2.260 3.748 -2.969  0.199
H 0.871 5.380 -4.173  0.211
H -1.152 4.637 -5.373  0.212

## Properties
Lowest unoccupied orbital energy, eV: 0.88
HOMO, eV: -8.14
Spin multiplicity: 1
F_max, eV/A: 0.56
Structure (SMILES): c1ccc(CN2CCOCCOCCOCCOCCOCCOCC2)cc1
Orbital gap, eV: 9.02

---

3.
C21H35NOOsP2Te | the ωB97M-V functional and the def2-TZVPD basis

Each line ends with the Mulliken spin population.
Cartesian coordinates (Å):
Os -0.319 -0.342 -0.747  1.861
P 1.768 -0.444 -1.612  0.103
P -1.932 0.930 0.162  0.145
N -1.099 -0.137 -2.337  0.533
H 1.954 -0.485 3.709  0.013
C 2.557 -2.097 -1.444  0.023
H 3.594 -2.070 -1.804  0.006
H 1.994 -2.811 -2.056  -0.004
H 2.532 -2.429 -0.402  0.000
C 3.093 0.717 -1.122  0.010
H 3.959 0.631 -1.792  0.001
H 3.406 0.520 -0.095  -0.002
H 2.701 1.736 -1.188  0.001
C 1.914 -0.233 -3.440  0.028
H 2.962 -0.317 -3.757  0.003
H 1.545 0.753 -3.736  -0.007
H 1.331 -0.998 -3.959  -0.003
C -3.436 -0.002 0.666  0.016
H -4.016 0.593 1.385  0.003
H -3.181 -0.974 1.101  0.011
H -4.044 -0.177 -0.231  -0.003
C -1.485 1.941 1.602  0.010
H -2.330 2.001 2.297  0.004
H -1.225 2.940 1.237  -0.003
H -0.619 1.500 2.106  -0.008
C -2.674 2.144 -0.985  0.018
H -3.577 2.580 -0.541  0.003
H -2.937 1.648 -1.924  -0.007
H -1.944 2.932 -1.190  -0.001
C -1.405 0.101 -3.599  -0.160
C -2.126 -0.750 -5.763  -0.102
C -1.771 -0.995 -4.452  0.191
C -1.307 1.422 -4.164  0.200
C -1.674 1.625 -5.477  -0.090
C -2.091 0.558 -6.281  0.195
H -2.432 -1.582 -6.390  -0.004
H -1.754 -1.984 -3.989  0.004
H -0.939 2.221 -3.512  0.018
H -1.636 2.635 -5.890  -0.003
H -2.376 0.735 -7.323  0.014
C 2.044 0.026 2.778  -0.018
O 0.998 -0.155 1.873  0.416
C 3.342 -0.529 2.199  -0.027
H 3.948 -1.032 2.958  0.001
H 3.915 0.314 1.794  -0.001
H 3.062 -1.238 1.418  0.018
C 2.030 1.515 3.144  0.069
H 1.286 1.677 3.928  -0.001
H 1.683 2.061 2.262  0.004
H 3.006 1.907 3.463  0.006
Te -0.489 -2.237 0.914  0.536
C -0.772 -1.884 3.034  -0.002
C -1.588 -0.917 3.617  -0.018
C -1.297 -0.501 4.928  -0.004
C -0.279 -1.123 5.654  0.001
C 0.422 -2.199 5.096  0.005
C 0.154 -2.619 3.789  0.009
H -2.423 -0.498 3.061  -0.006
H -1.857 0.328 5.362  0.000
H -0.015 -0.758 6.654  0.000
H 1.187 -2.711 5.671  0.000
H 0.662 -3.465 3.337  -0.003

## Properties
Lowest unoccupied orbital energy (alpha / beta), eV: 0.44 / -1.36
HOMO (alpha / beta), eV: -6.32 / -7.42
Spin multiplicity: 5
F_max, eV/A: 2.99
Orbital gap (alpha / beta), eV: 6.76 / 6.07